1.
A structure of composition C30H34CrN5OS2, computed with ωB97M-V/def2-TZVPD.

Last column: Mulliken spin population.
CARTESIAN COORDINATES (ANGSTROEM)
Cr: 0.003 0.523 1.432  0.153
C: 1.448 0.987 5.450  -0.021
C: 1.314 0.747 3.984  0.237
N: 0.117 0.760 3.357  0.121
N: -1.010 0.971 4.127  -0.027
C: -2.205 0.814 3.563  0.044
N: -3.296 0.992 4.350  0.018
S: -2.330 0.349 1.945  -0.009
C: 2.390 0.478 3.101  0.123
C: 3.749 0.395 3.463  0.102
C: 4.688 0.135 2.497  -0.005
C: 4.282 -0.051 1.172  0.134
C: 2.939 0.026 0.880  -0.042
N: 2.010 0.288 1.801  0.122
H: 1.003 1.944 5.744  0.020
H: 2.492 1.027 5.744  -0.001
H: 0.972 0.194 6.039  0.024
H: -0.907 1.141 5.116  0.001
H: -3.226 1.533 5.195  0.000
H: -4.182 1.018 3.874  0.000
H: 4.047 0.526 4.493  0.015
H: 5.734 0.067 2.763  -0.001
H: 4.994 -0.261 0.388  0.005
H: 2.567 -0.132 -0.124  0.013
C: 1.665 3.789 2.071  -0.009
C: 0.361 4.399 1.555  0.001
C: -0.846 4.031 2.422  0.002
C: 0.121 4.119 0.082  0.017
C: 0.063 5.214 -0.772  -0.003
C: -0.184 5.067 -2.124  -0.003
C: -0.376 3.798 -2.641  -0.002
C: -0.309 2.663 -1.843  0.004
C: -0.525 1.322 -2.524  0.003
C: 0.730 0.449 -2.569  -0.002
C: -1.724 0.549 -1.968  -0.002
C: -0.052 2.825 -0.462  -0.027
N: 0.009 1.704 0.352  0.005
H: 1.829 4.072 3.114  0.001
H: 2.513 4.146 1.484  0.000
H: 1.645 2.704 2.009  0.010
H: 0.473 5.485 1.628  -0.004
H: -1.088 2.975 2.335  -0.007
H: -1.723 4.604 2.116  0.000
H: -0.639 4.257 3.472  0.001
H: 0.204 6.205 -0.356  0.000
H: -0.231 5.934 -2.770  0.000
H: -0.575 3.677 -3.699  0.000
H: -0.765 1.577 -3.561  -0.001
H: 0.971 0.064 -1.582  0.006
H: 1.582 1.006 -2.964  0.000
H: 0.555 -0.413 -3.218  0.000
H: -1.505 0.143 -0.982  0.002
H: -1.959 -0.290 -2.625  0.000
H: -2.607 1.188 -1.899  0.001
C: 2.063 -10.348 -0.372  0.000
C: 1.798 -8.876 -0.177  0.000
O: 2.465 -8.160 0.516  0.000
S: 0.399 -8.307 -1.135  0.000
C: 0.342 -6.596 -0.680  0.000
C: -0.632 -6.154 0.206  0.000
C: -0.704 -4.812 0.543  0.003
C: 0.205 -3.893 0.012  0.002
C: 1.184 -4.356 -0.874  0.001
C: 1.247 -5.692 -1.224  0.000
C: 0.132 -2.508 0.367  0.002
C: 0.074 -1.324 0.644  -0.025
H: 3.125 -10.540 -0.234  0.000
H: 1.738 -10.689 -1.354  0.000
H: 1.505 -10.900 0.386  0.000
H: -1.334 -6.861 0.628  0.000
H: -1.466 -4.463 1.226  0.001
H: 1.892 -3.649 -1.286  0.001
H: 2.004 -6.042 -1.913  0.000

Results
**Largest force on an atom**: 0.60 eV/A
**Lowest unoccupied orbital energy (spin up / spin down)**: 0.058 / -0.636 eV
**2S+1**: 2
**Total charge**: 0
**<S²>**: 0.81
**E_tot**: -91250.1206 eV
**HOMO (spin up / spin down)**: -6.3 / -7.4 eV



2.
A structure of composition C30H34HfI2N7O2, computed with ωB97M-V/def2-TZVPD.

Last column: Löwdin charge in e.
CARTESIAN COORDINATES (ANGSTROEM)
Hf: 0.241 -0.413 0.045  1.695
C: 0.586 2.825 -0.768  -0.158
C: 1.298 2.687 0.545  -0.147
N: 1.865 1.309 0.658  -0.119
C: 3.127 1.142 -0.115  -0.102
C: 2.910 0.485 -1.450  -0.243
C: 3.902 0.463 -2.411  0.034
C: 3.633 -0.128 -3.637  0.031
C: 2.375 -0.661 -3.879  0.020
C: 1.431 -0.614 -2.875  -0.307
C: 0.068 -1.229 -3.049  -0.130
N: -0.906 -0.750 -2.029  -0.128
C: -1.699 0.415 -2.513  -0.180
C: -0.904 1.675 -2.300  -0.161
N: -0.447 1.759 -0.881  -0.131
N: 1.706 -0.081 -1.665  0.004
H: 1.271 2.706 -1.609  0.125
H: 0.131 3.812 -0.869  0.151
H: 0.603 2.822 1.375  0.109
H: 2.090 3.431 0.653  0.144
H: 2.118 1.197 1.634  0.090
H: 3.815 0.536 0.479  0.135
H: 3.608 2.112 -0.258  0.147
H: 4.862 0.917 -2.209  0.142
H: 4.391 -0.154 -4.409  0.141
H: 2.127 -1.099 -4.836  0.144
H: 0.149 -2.314 -2.951  0.097
H: -0.309 -1.023 -4.054  0.145
H: -1.548 -1.518 -1.847  0.123
H: -2.625 0.444 -1.944  0.056
H: -1.959 0.284 -3.565  0.142
H: -1.484 2.559 -2.568  0.151
H: -0.007 1.680 -2.921  0.122
H: -1.251 2.051 -0.324  0.071
C: -1.022 -4.982 -0.106  -0.031
C: -0.572 -4.391 1.195  -0.270
N: -0.309 -5.241 2.183  0.168
C: 0.018 -4.786 3.389  -0.042
C: 0.054 -3.440 3.727  -0.114
C: 0.359 -3.047 5.149  -0.160
O: 1.168 -1.864 5.143  -0.066
C: -0.208 -2.526 2.700  -0.088
C: -0.431 -1.119 3.020  -0.028
N: -0.354 -0.121 2.198  -0.088
C: -0.905 1.123 2.685  -0.375
C: -0.238 1.879 3.638  -0.031
C: -0.786 3.086 4.055  -0.029
C: -1.990 3.528 3.523  -0.028
C: -2.673 2.758 2.588  -0.101
C: -2.127 1.551 2.174  -0.637
I: -3.171 0.289 0.890  1.203
C: -0.466 -3.016 1.414  -0.259
O: -0.629 -2.145 0.377  -0.326
H: -2.038 -5.364 0.003  0.104
H: -1.013 -4.260 -0.919  0.045
H: -0.385 -5.827 -0.361  0.089
H: 0.258 -5.539 4.131  0.136
H: -0.565 -2.879 5.711  0.144
H: 0.889 -3.871 5.630  0.135
H: 1.347 -1.610 6.057  0.113
H: -0.799 -0.911 4.021  0.163
H: 0.694 1.524 4.061  0.126
H: -0.275 3.680 4.800  0.128
H: -2.416 4.466 3.850  0.130
H: -3.629 3.090 2.207  0.116
I: 2.228 -3.563 -1.127  1.226
C: 2.850 -2.571 0.580  -0.713
C: 3.981 -3.105 1.189  -0.101
C: 4.423 -2.580 2.386  0.010
C: 3.700 -1.548 2.962  -0.005
C: 2.600 -1.069 2.292  -0.161
N: 2.167 -1.528 1.094  -0.056
H: 4.492 -3.937 0.727  0.107
H: 5.299 -2.990 2.873  0.140
H: 3.965 -1.131 3.923  0.132
H: 1.997 -0.309 2.761  0.087

Results
**Largest force on an atom**: 0.64 eV/A
**Lowest unoccupied orbital energy**: -8.967 eV
**Total charge**: +3
**E_tot**: -63677.1181 eV
**HOMO**: -16.3 eV



3.
A structure of composition C30H34N7O2S5Ti, computed with ωB97M-V/def2-TZVPD.

Last column: Löwdin charge in e.
CARTESIAN COORDINATES (ANGSTROEM)
Ti: -1.568 1.620 0.812  0.445
S: 0.651 1.405 -0.878  0.764
C: 1.170 -0.122 -1.313  -0.611
N: 2.184 -0.310 -2.149  -0.090
C: 2.541 -1.655 -2.585  -0.087
C: 2.426 -2.606 -1.425  -0.092
N: 1.088 -2.510 -0.856  -0.096
C: 0.520 -3.764 -0.363  -0.115
C: 0.106 -4.657 -1.511  -0.219
C: -0.888 -4.231 -2.389  -0.034
C: -1.263 -5.029 -3.458  -0.068
C: -0.651 -6.260 -3.657  -0.078
C: 0.333 -6.691 -2.782  -0.073
C: 0.715 -5.888 -1.715  -0.048
C: 0.466 -1.332 -0.766  -0.637
S: -1.054 -1.155 -0.115  0.774
C: 2.958 0.775 -2.758  -0.110
C: 4.367 0.789 -2.210  -0.220
C: 4.570 1.027 -0.853  -0.033
C: 5.853 1.038 -0.331  -0.068
C: 6.943 0.812 -1.162  -0.076
C: 6.746 0.576 -2.513  -0.071
C: 5.459 0.561 -3.035  -0.045
H: 3.565 -1.639 -2.953  0.135
H: 1.875 -1.966 -3.397  0.150
H: 3.173 -2.368 -0.660  0.147
H: 2.584 -3.626 -1.768  0.135
H: -0.335 -3.524 0.263  0.086
H: 1.284 -4.258 0.242  0.135
H: -1.373 -3.275 -2.227  0.099
H: -2.039 -4.691 -4.133  0.109
H: -0.946 -6.882 -4.491  0.108
H: 0.807 -7.652 -2.930  0.108
H: 1.483 -6.232 -1.031  0.114
H: 2.458 1.715 -2.549  0.081
H: 2.970 0.610 -3.837  0.138
H: 3.718 1.221 -0.209  0.106
H: 6.004 1.233 0.723  0.108
H: 7.946 0.828 -0.754  0.108
H: 7.594 0.405 -3.164  0.109
H: 5.308 0.380 -4.094  0.115
N: -1.500 3.827 -0.512  -0.050
C: -2.177 3.590 -1.789  -0.124
C: -2.583 2.115 -1.865  -0.566
O: -2.980 1.593 -2.867  0.134
O: -2.445 1.508 -0.699  -0.333
H: -1.990 4.514 0.045  0.073
H: -0.553 4.160 -0.638  0.065
H: -1.545 3.811 -2.647  0.131
H: -3.095 4.169 -1.885  0.135
S: 0.238 2.868 1.749  0.623
C: -0.587 3.854 2.959  -0.632
C: 0.200 4.648 3.796  -0.122
C: -0.379 5.470 4.746  -0.086
C: -1.761 5.511 4.873  -0.089
C: -2.550 4.724 4.053  -0.126
C: -1.978 3.890 3.093  -0.635
S: -3.071 2.935 2.071  0.661
H: 1.275 4.608 3.674  0.100
H: 0.249 6.079 5.383  0.106
H: -2.224 6.159 5.605  0.105
H: -3.630 4.750 4.135  0.099
N: -1.402 -0.461 4.490  0.097
C: -0.129 -0.753 4.059  -0.054
C: -0.023 -0.198 2.828  -0.171
N: -1.217 0.418 2.501  -0.172
C: -2.021 0.241 3.533  -0.215
H: -1.796 -0.711 5.380  0.165
H: 0.582 -1.296 4.656  0.121
H: 0.826 -0.183 2.170  0.097
H: -3.032 0.599 3.599  0.090
N: -6.238 -1.679 0.548  0.096
C: -5.622 -0.615 1.082  -0.903
N: -6.391 0.344 1.622  0.104
S: -3.950 -0.510 1.084  0.666
H: -7.238 -1.786 0.557  0.112
H: -5.673 -2.390 0.121  0.097
H: -7.395 0.320 1.567  0.111
H: -5.946 1.200 1.905  0.086

Results
**Largest force on an atom**: 2.17 eV/A
**Lowest unoccupied orbital energy**: -3.444 eV
**Total charge**: +1
**E_tot**: -123478.8745 eV
**HOMO**: -9.5 eV